No. 1
111
Properties=species:S:1:pos:R:3:lowdin_spin:R:1 method="wB97M-V/def2-TZVPD" e_tot_ev=-145003.85564 de_lowest_kj_mol=94.37 multiplicity=6 s2=8.8609 total_charge=+1 lumo_energy_ev="-4.5167 / -6.3006" orbital_gap_ev="5.783 / 3.996" molar_mass_g_mol=1074.93 e_homo_ev="-10.30 / -10.30"
H -2.01 5.80 3.35 0.00
H 4.11 2.93 1.27 0.00
C 3.99 -1.31 0.68 0.08
C -2.44 -2.41 -3.37 0.00
H -1.64 3.34 -0.67 0.00
C -1.85 -0.14 -2.48 0.00
H 4.63 1.78 2.49 0.00
C 0.41 4.11 5.02 0.00
H 3.55 3.13 2.94 0.01
C 2.00 0.65 -3.75 -0.06
C 2.82 -0.47 5.69 0.00
H -0.92 5.72 5.56 0.00
H -1.11 -5.79 2.89 0.00
O -1.54 -2.80 1.49 0.02
H 1.78 -2.07 6.66 0.00
C 2.38 -0.65 -3.42 0.20
H -0.79 -0.33 -2.63 0.00
C -2.59 -1.45 -2.20 0.00
H -2.75 0.28 4.22 0.00
H 0.50 -1.16 2.69 0.01
H 0.70 -4.12 0.93 0.00
H -2.62 -5.91 0.81 0.00
C 1.72 3.10 -3.27 0.06
C 2.42 -1.77 -4.31 0.06
H 0.28 -2.50 4.74 0.00
C -1.22 5.08 3.55 0.00
H 3.14 -2.98 -1.35 0.01
N 2.70 -1.08 -2.13 0.07
C 1.97 1.74 -2.88 0.22
O -2.41 -0.34 0.92 0.02
O -1.97 -2.10 -1.07 0.03
C 2.31 1.29 -7.45 0.00
H -4.80 -0.98 3.23 0.00
N 0.37 1.97 -10.27 0.00
C 2.93 0.30 4.54 0.01
H 2.60 3.25 -0.13 0.01
C 1.14 -0.94 3.54 0.02
C -0.20 -4.59 0.54 0.00
H -4.56 -2.13 -1.64 0.00
H -1.46 0.79 3.11 0.00
Ge 2.24 1.21 1.85 0.18
H -2.90 -1.99 -4.26 0.00
C -1.48 4.23 1.26 0.00
N 2.34 1.71 -1.53 0.05
F 3.44 -2.48 1.09 0.03
C 0.82 3.25 4.03 0.00
H -1.98 -4.37 3.49 0.00
C -1.40 -4.24 1.42 0.00
H 2.90 -3.87 -3.90 0.00
H 1.43 3.43 -4.26 0.00
C -0.83 4.20 2.52 0.00
C 2.76 -2.86 -3.57 0.10
H -3.68 -2.15 2.52 0.00
C -3.17 -0.08 2.13 0.00
H -4.48 1.50 2.77 0.00
C 1.02 -1.71 4.69 0.00
H -1.97 0.55 -1.63 0.00
C 0.64 1.74 -9.18 0.00
C 0.30 1.08 -5.54 -0.01
H -1.39 -2.61 -3.56 0.00
H -3.18 2.02 1.69 0.00
C 1.96 3.88 -2.18 0.11
H -3.54 -4.55 1.48 0.00
H -4.55 -0.73 -2.73 0.00
F 4.61 -0.79 1.77 0.03
C 2.33 2.98 -1.13 0.23
Os 2.68 -0.01 -0.34 2.30
H -0.23 -4.29 3.23 0.00
H -4.85 -1.30 1.49 0.00
H -2.86 -4.44 -0.16 0.00
C -1.13 3.34 0.28 0.00
H -1.06 1.46 -7.15 0.00
F 5.02 -1.67 -0.16 0.03
C -2.69 -4.82 0.85 0.00
H 3.08 1.38 -8.20 0.00
S 0.56 -1.08 0.20 0.74
H -0.37 -4.24 -0.48 0.00
H -2.27 4.95 1.10 0.00
C 0.62 2.38 1.70 0.01
C 3.80 2.40 2.17 0.09
H -0.47 0.99 -4.79 0.00
H -2.93 -3.36 -3.14 0.00
C 2.90 -2.39 -2.23 0.22
H -1.70 -0.93 3.46 0.00
H 1.89 4.95 -2.10 0.00
H 1.58 2.52 4.24 0.00
C 1.64 0.91 -5.17 -0.01
C -4.19 -1.20 2.35 0.00
H 0.88 4.07 5.99 0.00
H -2.27 0.34 -3.37 0.00
H -0.06 -5.67 0.52 0.00
C -1.17 -4.70 2.85 0.00
H 2.24 -1.73 -5.37 0.00
C -4.05 -1.19 -1.88 0.00
H 3.49 -0.29 6.52 0.00
H 0.13 1.69 -0.26 0.00
C 0.97 1.45 -7.81 0.00
C 2.08 0.08 3.45 0.01
C -2.21 0.02 3.31 0.00
H -4.57 1.14 1.04 0.00
C -0.61 5.04 4.78 0.00
C 1.86 -1.47 5.77 0.01
C 0.22 3.27 2.75 0.00
C -0.03 1.34 -6.86 0.00
C 2.64 1.02 -6.14 -0.01
Si -1.58 -1.62 0.41 0.08
H 3.68 1.08 4.49 0.00
H -4.14 -0.52 -1.02 0.00
H 3.67 0.89 -5.85 0.00
C -0.10 2.41 0.52 0.01
C -3.89 1.23 1.89 0.00

No. 2
129
Properties=species:S:1:pos:R:3:mulliken_charge:R:1 method="wB97M-V/def2-TZVPD" e_tot_ev=-141519.94835 multiplicity=1 total_charge=+1 lumo_energy_ev=-3.7085 orbital_gap_ev=6.890 molar_mass_g_mol=1158.91 e_homo_ev=-10.60
C 6.46 2.09 -1.10 -1.95
C -12.44 -4.63 -1.42 1.10
O -11.48 -3.96 -1.07 -0.62
O -15.55 -6.83 -2.83 -0.61
H -1.39 4.44 -1.78 0.51
C -4.34 1.05 -1.80 0.26
O -4.40 -3.06 -2.42 -0.57
H -1.83 2.40 2.25 0.45
H 4.88 0.90 -3.40 0.24
C 8.96 -3.12 2.40 1.09
H 0.27 2.46 -0.07 -0.17
C -14.22 -6.20 -1.02 0.38
C 8.63 -3.82 4.68 0.43
C -13.20 -5.49 -0.54 -1.11
C 5.13 1.47 -0.63 0.50
H 5.07 2.58 -3.33 0.25
C -1.04 1.71 1.98 -1.57
H 8.70 3.45 -1.08 0.39
C -9.76 -0.44 -1.81 0.36
O 5.42 -1.19 0.54 -0.54
C 4.68 1.83 1.98 1.54
C 5.78 1.11 2.43 -0.46
C -10.80 -0.77 -1.04 -0.74
H -0.05 0.98 -3.69 0.49
P 4.66 4.01 0.50 -0.17
C 3.81 2.35 2.96 -0.41
O 8.87 -6.09 5.15 -0.59
N 2.80 -0.29 1.47 0.61
H 7.52 2.19 0.80 0.31
H -12.90 -5.53 0.50 0.44
H 0.64 3.10 3.88 0.48
H 3.35 2.54 5.05 0.46
O 8.36 -3.63 5.96 -0.56
H 0.39 4.00 0.72 0.92
H 9.66 2.82 1.20 0.35
N 4.49 1.78 -3.11 -1.19
H 1.04 4.30 -1.31 0.18
H 2.95 2.94 2.70 0.59
O -12.27 -0.04 0.66 -0.62
H -3.41 2.46 -1.04 0.28
H -1.07 2.72 -1.47 -0.14
H -11.27 -1.75 -1.09 0.49
O -8.16 1.14 -2.45 -0.63
C -9.65 1.88 -0.79 -1.18
H 10.60 1.56 0.34 0.29
H 6.49 0.68 1.75 0.46
C 1.84 -0.76 2.39 0.57
N 4.14 1.78 -1.77 1.25
C -5.41 -0.91 -2.71 1.21
H -6.19 1.11 -2.84 0.58
C 8.94 2.43 -0.78 -0.58
H 1.21 0.05 -2.92 0.47
H 6.01 4.06 0.87 0.13
H 8.47 -1.80 4.03 0.48
H 6.37 3.17 -1.21 0.73
H -0.03 0.78 -1.91 -0.01
H -9.19 2.86 -0.75 0.45
C -0.86 3.56 -2.14 -0.80
C -9.11 0.91 -1.73 0.91
H -1.20 3.28 -3.13 0.41
H 6.90 0.39 4.12 0.57
H -8.47 -0.83 -3.12 0.31
C 2.83 1.93 0.13 1.98
H -15.63 -7.39 -0.87 0.37
H 9.25 1.87 -1.66 0.41
C -12.85 -4.55 -2.87 0.34
H 8.40 -4.51 6.39 0.37
H -14.17 -5.22 -4.39 0.44
C 9.20 -4.54 1.99 0.29
O 1.52 -0.24 3.39 -0.40
O -9.23 -1.28 -2.69 -0.55
C -3.21 0.20 -1.29 0.65
P 1.67 2.38 -2.76 -0.44
C 4.35 2.15 0.51 0.21
O -4.24 2.35 -1.53 -0.69
H -11.98 1.89 1.27 0.37
H 0.81 4.55 -3.00 0.63
C -11.34 0.19 -0.09 1.00
C -13.87 -5.26 -3.36 -0.91
O -6.30 -1.47 -3.32 -0.70
C 0.65 3.83 -2.20 -0.42
C 7.66 1.81 -0.21 -0.15
C -5.37 0.52 -2.47 -0.86
C 8.66 -2.83 3.78 -1.06
H -11.43 -3.35 -3.03 0.28
H 3.06 -1.11 0.93 0.47
C -10.70 1.55 -0.02 0.34
C 5.14 1.43 4.75 -1.09
H -2.44 -1.82 -1.13 0.53
O -2.29 0.77 -0.71 -0.27
F 1.34 -1.93 2.04 -0.28
C 8.90 -5.25 4.28 0.93
O 3.96 -0.86 -1.46 -0.75
H -5.23 -3.17 -2.92 0.35
O 1.18 0.25 -0.07 -0.56
C 10.06 2.50 0.25 -1.35
C 0.75 2.98 0.76 -1.08
C 9.17 -5.54 2.88 -0.89
O -12.12 -3.73 -3.62 -0.55
O 2.17 3.07 0.61 -0.48
C -14.62 -6.14 -2.47 1.02
O 6.45 -0.70 -1.75 -0.50
H 9.43 -3.84 0.28 0.33
C -4.29 -1.76 -2.18 0.37
O -14.97 -7.00 -0.27 -0.57
C 6.02 0.93 3.79 -1.41
C -3.25 -1.23 -1.52 -1.25
H -1.18 1.33 0.98 0.04
H 10.78 3.25 -0.07 0.41
H 9.35 -6.57 2.60 0.44
O 0.32 3.47 3.05 -0.64
O -11.25 2.38 0.85 -0.57
O 9.45 -4.73 0.69 -0.56
C 0.31 2.41 2.09 2.07
H 7.83 0.74 -0.12 0.06
C 2.92 1.99 -1.41 0.36
C 4.04 2.14 4.31 -1.14
C 0.57 0.91 -2.80 -0.91
H 5.33 1.27 5.80 0.44
O 9.01 -2.23 1.56 -0.68
H 6.88 -1.51 -1.45 0.33
S 4.36 4.95 -1.19 -0.33
H 6.71 1.71 -2.08 0.82
H 6.32 -1.51 0.69 0.31
P 5.19 -0.38 -0.80 0.92
H 1.08 1.70 2.41 -0.78
C 2.17 0.58 0.48 -1.31
H -1.09 0.89 2.69 0.40
H 3.96 4.57 1.57 0.18

No. 3
111
Properties=species:S:1:pos:R:3:mulliken_charge:R:1 method="wB97M-V/def2-TZVPD" e_tot_ev=-82835.42032 multiplicity=1 lumo_energy_ev=-1.1200 orbital_gap_ev=7.165 molar_mass_g_mol=824.99 e_homo_ev=-8.29 smiles="CCSC[C@](CCCCOC(C)=O)(OCN(C)C(C)=O)[C@H](N)OC[C@H](C)O.O=C1c2ccccc2C(=O)c2ccccc21.O=C1c2ccccc2C(=O)c2ccccc21"
O -1.10 -0.36 -1.32 -0.33
H 6.31 0.50 1.47 0.32
H -5.42 2.14 0.76 0.31
H 1.75 -2.00 -0.11 0.20
C -7.36 -8.26 1.63 -0.53
C -1.52 -7.17 5.97 -0.59
S 0.25 3.25 -2.31 -0.19
C -2.34 -6.74 4.95 -0.55
H -7.05 0.16 -0.19 0.52
C 7.41 7.67 -3.27 0.30
C 1.02 -0.18 0.75 -1.51
C 0.06 0.98 0.44 -1.58
C 8.63 8.19 -2.87 -0.64
C -2.89 -9.12 6.28 -0.64
H -0.95 -2.82 2.14 0.34
H -3.58 -3.31 1.77 0.44
C -1.79 -8.36 6.64 -0.44
H 1.08 1.04 -1.96 0.23
H -2.14 -5.82 4.42 0.64
H 2.61 2.46 0.00 0.33
H -4.39 -2.47 0.42 0.26
H 3.57 3.68 -0.77 0.57
C 5.64 5.90 -3.13 0.45
C 9.37 7.55 -1.88 -0.46
H -1.15 -8.69 7.44 0.39
C -5.73 -9.09 3.72 0.35
H -0.35 1.10 -2.93 0.52
C -1.95 -1.29 -0.68 -1.14
O 5.20 4.89 -2.61 -0.65
O -3.22 1.24 -0.37 0.00
H 9.45 5.89 -0.52 0.40
H 7.28 4.95 -1.25 0.56
C 3.44 7.84 -6.22 -0.46
C -7.59 -9.48 2.25 -0.47
H -8.41 -10.11 1.93 0.39
H -2.11 3.86 -0.26 0.32
C -0.79 0.93 -0.84 2.08
C -5.58 1.70 -0.21 0.16
H -7.99 -7.93 0.82 0.41
C -4.31 1.89 -1.00 -0.72
H 2.92 2.36 -1.75 0.32
H 9.00 9.09 -3.33 0.48
C -4.88 -9.55 4.85 0.50
C 4.89 6.58 -4.22 0.26
H -2.21 2.26 -1.78 0.95
H -6.96 -10.84 3.79 0.47
C 6.63 8.38 -4.32 0.55
C 2.72 3.02 -0.92 -1.12
O 3.93 -1.18 0.52 -0.29
C 8.88 6.38 -1.29 -0.55
H -0.20 -2.81 0.54 0.49
H -6.11 -6.51 1.56 0.52
H 3.35 5.08 -4.25 0.61
C -5.98 0.24 -0.11 -1.05
C -6.78 -9.89 3.30 -0.60
H -2.07 2.79 1.02 0.25
N -1.72 3.01 0.10 -0.28
C 5.35 7.77 -4.77 0.34
H 10.32 7.95 -1.57 0.40
H -0.62 1.01 1.29 0.42
C -1.13 -2.72 1.08 -1.63
H 1.75 4.85 -1.54 0.54
C -3.45 -7.50 4.58 0.10
C 5.28 -1.01 0.37 0.59
H 1.81 0.24 1.38 0.67
C -5.48 -7.87 3.08 0.15
C -1.99 1.90 -0.78 -2.22
H -5.50 -0.36 -0.87 0.22
H -6.71 2.10 -1.74 0.35
H -5.71 -0.13 0.87 0.12
H -1.74 -2.24 -1.15 0.48
C 7.66 5.86 -1.70 -0.54
O -6.61 2.46 -0.86 -0.60
O 6.02 -1.97 0.18 -0.59
C -4.33 -7.02 3.49 0.47
H 5.04 1.16 0.46 0.14
O -3.10 -0.34 2.32 -0.60
C 2.98 6.64 -5.68 -0.61
O -4.12 -5.95 2.94 -0.67
C 5.81 0.39 0.51 -0.67
N -1.74 -1.42 0.77 1.18
H -1.75 -3.56 0.77 0.52
H 3.27 0.52 -0.45 -0.17
C 3.18 -0.56 -0.55 -0.35
H 0.54 -0.90 1.39 0.68
C 6.93 6.49 -2.69 0.19
C -4.00 -2.37 1.42 -1.47
C 3.70 6.01 -4.68 -0.62
H 3.57 -0.86 -1.52 0.51
H 6.53 0.58 -0.26 0.27
H -4.43 1.49 -2.01 0.43
H -0.66 -6.58 6.25 0.41
O 7.03 9.42 -4.80 -0.67
H 1.24 -0.90 -1.34 0.83
H -4.80 -2.11 2.09 0.43
H 0.60 1.91 0.48 1.25
H 2.06 6.19 -6.04 0.43
C -2.95 -1.29 1.55 0.58
H 2.87 8.33 -7.00 0.39
H 4.97 9.33 -6.19 0.48
C 1.48 3.88 -1.14 -0.80
C 0.10 1.48 -2.02 -1.46
H -2.99 -1.07 -0.88 0.17
H 0.97 4.07 -0.20 0.42
H -3.11 -10.05 6.79 0.48
C -3.72 -8.70 5.25 0.40
C 4.61 8.40 -5.77 -0.65
C -6.30 -7.46 2.04 -0.53
H -4.13 2.96 -1.03 0.30
C 1.73 -0.94 -0.38 -0.94
O -5.12 -10.58 5.44 -0.67

No. 4
112
Properties=species:S:1:pos:R:3:mulliken_charge:R:1 method="wB97M-V/def2-TZVPD" e_tot_ev=-77199.56933 de_lowest_kj_mol=162.06 multiplicity=1 lumo_energy_ev=-1.5619 orbital_gap_ev=7.938 molar_mass_g_mol=828.91 e_homo_ev=-9.50 smiles="O=C1C=CC(=O)C=C1.O=C1C=CC(=O)C=C1.O=C1C=CC(=O)C=C1.O=C1C=CC(=O)C=C1.O=C1C=CC(=O)C=C1.C1CCOC1.C1CCOC1.C1CCOC1.C1CCOC1"
H 0.31 0.17 -1.47 -0.46
C 4.80 0.47 -2.44 0.17
H -5.92 -4.24 -3.09 0.44
H -1.99 2.87 2.29 0.32
H -1.87 -2.88 3.82 0.19
H -4.73 -4.97 1.03 0.39
C 3.17 4.65 1.61 -0.40
H -3.68 0.79 -4.08 0.56
H -0.94 -2.42 -0.31 -0.38
H -1.63 0.87 1.40 -0.41
H -0.82 -3.12 2.48 -0.18
C -0.56 -0.53 -1.40 0.44
H -0.95 4.07 0.79 -0.10
C 3.21 4.64 3.12 -0.72
C 4.82 -0.78 -3.27 -0.51
O -2.59 -2.75 -6.53 -0.56
H -3.27 5.81 0.37 0.30
H 0.73 -1.79 -0.30 -0.01
C -0.51 -4.51 4.27 0.03
C -3.02 -4.69 -0.44 -0.22
C 3.75 0.52 -1.44 -0.18
C -0.99 -5.93 4.07 -0.63
C 1.76 -1.88 5.87 0.47
C 1.35 3.86 -2.04 0.10
C -1.34 -3.68 3.27 0.05
C 1.19 -1.02 4.83 -0.78
C -1.75 4.63 1.21 -0.11
H -0.67 -4.15 5.34 0.27
O 2.70 -2.93 -1.60 -0.59
H 4.40 -2.80 -3.45 0.44
H -1.39 5.44 1.87 0.42
O -1.58 -4.18 -2.22 -0.56
O -3.31 2.82 0.77 -0.41
O 3.43 -2.10 2.23 -0.54
H 2.33 5.35 1.25 0.28
H 3.99 -3.83 4.15 0.52
H 2.57 -0.57 -0.12 0.14
H -3.39 4.00 2.47 0.35
H -0.38 -6.56 3.36 0.24
C -5.10 -4.46 -2.44 -0.30
C -1.77 0.00 0.73 0.01
C 3.27 -3.08 4.33 -0.58
C 0.57 4.54 -3.04 -0.15
H -4.43 3.70 -0.63 0.30
O 2.68 7.23 -3.97 -0.57
H 4.10 5.00 1.17 0.30
C 2.26 6.23 -3.41 0.08
H -2.73 0.09 -1.24 0.54
H 4.22 4.90 3.48 0.27
C -1.76 0.34 -0.84 0.12
H -2.74 -0.49 0.85 0.29
C -3.84 -4.53 -2.84 -0.56
C 2.87 -2.07 3.34 0.30
H -1.54 1.37 -0.98 -0.59
C 1.68 -1.20 3.59 0.42
O 0.99 2.81 -1.53 -0.28
H 2.53 5.35 3.58 0.32
C -3.01 0.20 -4.64 -0.35
H -2.81 3.14 -1.19 -0.02
C 4.17 -1.87 -2.92 -0.40
H 0.45 -0.30 5.11 0.59
O -1.63 2.16 -4.79 -0.59
H -0.69 -0.96 -2.37 0.52
C 0.96 5.60 -3.74 -0.64
O -0.62 -0.82 0.93 -0.38
C 3.32 2.41 2.17 -0.02
H 3.06 -3.55 6.43 0.52
C -2.62 5.01 0.00 -0.67
H 1.40 -0.63 2.71 0.22
C 2.64 4.52 -1.65 0.14
C -0.33 -1.57 -0.32 0.20
C -3.19 -1.07 -5.07 -0.15
O 1.37 -1.83 7.02 -0.59
C -0.90 -1.15 -6.04 -0.55
C -2.35 -5.71 3.47 -0.61
O -6.52 -5.17 -0.82 -0.54
H 0.30 0.65 -5.81 0.49
H 2.74 1.47 2.12 -0.34
O 5.69 1.26 -2.41 -0.54
C -4.28 -4.78 0.00 -0.22
H 0.54 -4.43 4.12 -0.07
C -2.64 3.54 1.84 -0.58
C -3.34 3.63 -0.37 -0.03
H -2.76 -6.50 2.88 0.42
H -2.13 -4.64 0.16 0.47
C 2.82 -2.97 5.59 -0.51
H -2.13 5.53 -0.90 0.26
H -3.59 -4.21 -3.86 0.42
H 3.12 4.08 -0.78 0.20
H 4.32 2.04 2.06 0.40
H 3.90 6.15 -1.91 0.35
C -5.37 -4.87 -1.02 0.24
C 3.00 5.61 -2.30 -0.15
H -4.18 -1.58 -4.91 0.36
H -1.07 -6.49 4.99 0.36
C -2.69 -4.53 -1.85 0.43
C 3.06 -0.57 -1.13 0.12
C 2.92 3.17 3.45 -0.52
C 3.26 -1.88 -1.84 0.24
O -2.18 -4.61 2.59 -0.29
H 0.43 6.09 -4.47 0.60
H 3.59 1.38 -0.82 0.71
H -0.12 -1.61 -6.63 0.43
C -0.62 0.11 -5.66 -0.39
H 5.51 -0.66 -4.12 0.37
O 2.92 3.32 1.11 -0.28
C -1.73 0.97 -5.01 0.51
H -0.44 4.14 -3.29 0.43
H 1.85 3.01 3.54 0.27
H 3.50 2.73 4.25 0.39
C -2.25 -1.76 -5.93 0.26
H -3.12 -5.55 4.23 0.25